112
Properties=species:S:1:pos:R:3 method="wB97M-V/def2-TZVPD" total_charge=-1 energy_ha=-6448.6570
C 0.2724 0.7092 3.0269
C -1.2207 0.4583 2.7674
C -1.5265 -0.8376 2.0230
C -1.4116 -2.1138 2.8784
C 0.0407 -2.5960 3.0108
C 0.2345 -4.1176 3.0233
C 1.1303 -4.6172 4.1607
C 2.5555 -4.0545 4.2003
C 3.5282 -4.6201 3.1643
C 3.3129 -4.1493 1.7213
C 3.1476 -2.6310 1.5303
C 2.2814 -2.3033 0.2837
C 3.1249 -1.9275 -0.9347
N 2.9152 -0.6036 -1.4879
C 3.0205 0.5125 -0.8460
N 3.3534 0.6457 0.4666
C 3.2773 1.9226 0.7082
C 3.4944 2.6278 1.9960
C 4.0474 1.7307 3.0963
C 4.1095 2.4972 4.4269
O 3.0576 2.1251 5.2789
C 2.0986 3.1412 5.4412
N 2.9330 2.6229 -0.3807
N 2.7550 1.7132 -1.3937
C 2.3661 2.0947 -2.7290
C 1.0000 2.8007 -2.7853
C 1.1247 4.2995 -2.4436
C 0.0170 2.1270 -1.8119
H 0.8158 -0.1860 3.3107
H 0.7242 1.1270 2.1254
H 0.3953 1.4379 3.8327
H -1.7797 0.5200 3.7023
H -1.5824 1.2848 2.1515
H -2.5709 -0.7878 1.7104
H -0.9394 -0.9321 1.1078
H -1.8276 -1.9080 3.8647
H -1.9907 -2.8733 2.3569
H 0.5960 -2.1624 2.1861
H 0.4664 -2.2042 3.9371
H 0.5748 -4.4940 2.0623
H -0.7464 -4.5705 3.1842
H 0.6609 -4.2781 5.0901
H 1.1284 -5.7062 4.2217
H 2.9496 -4.3292 5.1824
H 2.5148 -2.9676 4.1922
H 3.3834 -5.7043 3.1711
H 4.5624 -4.4671 3.4737
H 4.2051 -4.4341 1.1570
H 2.4925 -4.6715 1.2375
H 4.1442 -2.2135 1.3837
H 2.7151 -2.1429 2.3973
H 1.5558 -3.0826 0.1043
H 1.7031 -1.4249 0.5523
H 4.1693 -1.9389 -0.6066
H 3.0060 -2.6636 -1.7169
H 2.6074 -0.5748 -2.4437
H 4.1157 3.5072 1.8211
H 2.5162 2.9951 2.3227
H 3.3926 0.8703 3.2034
H 5.0416 1.3936 2.8061
H 4.0959 3.5664 4.2025
H 5.0862 2.2600 4.8857
H 1.2326 2.7012 5.9300
H 2.4764 3.9732 6.0432
H 1.7500 3.5780 4.4832
H 2.8124 3.6173 -0.4322
H 3.1460 2.7261 -3.1589
H 2.2797 1.2143 -3.3604
H 0.6219 2.7329 -3.8026
H 2.1361 4.6776 -2.6090
H 0.9104 4.4683 -1.3861
H 0.4171 4.9056 -3.0006
H 0.1770 1.0467 -1.7992
H 0.2226 2.4730 -0.7989
H -1.0015 2.3632 -2.1016
O -2.4041 3.2971 -4.2655
C -3.1424 2.3724 -4.5383
C -4.9980 3.2065 -4.2808
O -5.7588 2.3036 -4.5455
H -3.2535 1.5088 -3.8600
H -3.2763 2.0315 -5.5817
H -4.9126 4.0840 -4.9527
H -4.8920 3.5787 -3.2434
Mg -0.2702 4.2159 3.8023
Cl -1.4575 0.3740 -5.4795
O -1.5158 -2.9640 -6.5117
H -1.7291 -2.1111 -6.1110
Al 7.2155 2.2395 5.2026
Cl 0.4399 -1.7078 -1.6995
C -9.3188 -0.6638 -4.8595
C -7.8475 -0.9333 -4.5325
C -7.6574 -0.0609 -3.2943
O -8.9331 -0.0257 -2.6238
C -9.9390 -0.5567 -3.4746
H -9.7796 -1.4418 -5.4680
H -9.4176 0.2881 -5.3891
H -7.7069 -1.9875 -4.2937
H -7.1659 -0.6858 -5.3432
H -7.3871 0.9595 -3.5642
H -6.9038 -0.4538 -2.6123
H -10.2327 -1.5442 -3.0973
H -10.8146 0.0974 -3.4483
Br 0.3687 -0.3778 -4.6439
O -5.5758 -3.3066 -3.0773
S -4.6472 -3.3651 -4.2014
O -3.9521 -4.6634 -4.2376
O -3.6303 -2.2995 -4.0618
O -5.3592 -3.2019 -5.4772
O 8.6922 3.9429 2.4171
H 9.4454 4.4702 2.8342
H 8.8754 2.9123 2.4433
H 8.4400 4.2893 1.5007